# 1
Here is a structure of composition C5H8O from the OMol25 dataset. Energies are from the ωB97M-V functional and the def2-TZVPD basis.

```
! RIJCOSX wB97M-V def2-TZVPD def2/J DEFGRID3
* xyz 0 1
C 1.200 -0.504 0.043
C -0.086 -1.195 0.491
C -1.276 -0.362 0.056
C -1.236 1.017 -0.206
C 0.147 1.594 -0.161
O 1.197 0.843 0.445
H 2.080 -0.970 0.495
H 1.303 -0.584 -1.055
H -0.152 -2.214 0.092
H -0.102 -1.270 1.585
H -2.257 -0.848 0.103
H -1.342 0.027 -1.127
H 0.089 2.524 0.415
H 0.427 1.886 -1.188
*
```

Calculated values
- E_LUMO (eV) = 0.8662
- electronic energy (Eh) = -270.409738
- molar mass (u) = 84.1

***

# 2
Here is a structure of composition C36H35BaCl2N3OP2 from the OMol25 dataset. Energies are from the ωB97M-V functional and the def2-TZVPD basis.

```
! RIJCOSX wB97M-V def2-TZVPD def2/J DEFGRID3
* xyz 2 1
Ba -1.831 -1.583 -1.285
Cl -1.583 -1.816 3.815
C -2.311 -3.061 2.863
C -2.917 -4.143 3.526
C -3.454 -5.171 2.814
Cl -4.183 -6.498 3.645
C -3.399 -5.158 1.399
C -3.896 -6.203 0.589
C -3.786 -6.128 -0.771
C -3.198 -4.988 -1.333
N -2.733 -3.983 -0.617
C -2.807 -4.046 0.749
C -2.247 -2.950 1.485
O -1.690 -1.926 0.858
H -2.949 -4.148 4.607
H -4.361 -7.059 1.061
H -4.152 -6.918 -1.413
H -3.117 -4.901 -2.414
C -0.002 2.545 -0.705
P -0.293 0.816 -0.085
C 1.446 0.270 0.174
C 1.955 -0.562 -0.828
C 3.290 -0.935 -0.855
C 4.147 -0.491 0.147
C 3.658 0.334 1.154
C 2.322 0.724 1.158
C -1.187 1.215 1.453
C -0.649 1.540 2.695
C -1.475 1.945 3.735
C -2.847 2.024 3.553
C -3.397 1.702 2.320
C -2.569 1.304 1.284
P 1.241 2.701 -2.102
C 1.935 4.343 -1.686
C 3.308 4.439 -1.474
C 3.890 5.663 -1.164
C 3.101 6.798 -1.069
C 1.728 6.711 -1.277
C 1.147 5.491 -1.583
C 0.106 3.075 -3.495
C -1.129 2.439 -3.612
C -1.944 2.659 -4.715
C -1.526 3.510 -5.726
C -0.286 4.128 -5.636
C 0.528 3.908 -4.533
H 0.365 3.130 0.139
H -0.963 2.960 -1.010
H 1.311 -0.873 -1.644
H 3.671 -1.524 -1.681
H 5.206 -0.725 0.100
H 4.328 0.718 1.915
H 2.001 1.439 1.901
H 0.412 1.484 2.880
H -1.040 2.201 4.694
H -3.488 2.334 4.369
H -4.466 1.772 2.166
H -3.010 1.089 0.313
H 3.925 3.551 -1.565
H 4.960 5.731 -1.008
H 3.553 7.754 -0.836
H 1.112 7.599 -1.210
H 0.077 5.434 -1.755
H -1.470 1.774 -2.824
H -2.911 2.173 -4.784
H -2.163 3.689 -6.583
H 0.050 4.789 -6.425
H 1.495 4.394 -4.475
N 3.428 -3.776 1.869
C 2.021 -3.843 2.412
C 1.034 -3.187 1.453
N 0.619 -3.963 0.281
H 4.103 -4.176 2.518
H 3.683 -2.808 1.680
H 3.509 -4.282 0.989
H 2.026 -3.319 3.366
H 1.788 -4.892 2.583
H 1.444 -2.228 1.122
H 0.144 -2.948 2.031
H -0.019 -4.702 0.553
H 1.379 -4.381 -0.243
*
```

Calculated values
- E_LUMO (eV) = -5.2194
- electronic energy (Eh) = -3260.502186
- molar mass (u) = 795.9

***

# 3
Here is a structure of composition C14H34ClN2O12P4ReS from the OMol25 dataset. Energies are from the ωB97M-V functional and the def2-TZVPD basis.

```
! RIJCOSX wB97M-V def2-TZVPD def2/J DEFGRID3
* xyz 1 2
Re 0.643 -0.272 0.186
C -4.824 1.544 0.852
C -3.453 1.450 0.189
O -3.348 2.488 -0.756
P -2.106 1.544 1.418
O -2.704 1.220 2.827
O -1.590 3.018 1.408
O -1.087 0.507 1.058
P -3.312 -0.184 -0.686
O -4.631 -0.241 -1.565
O -2.282 0.182 -1.870
O -3.039 -1.399 0.085
H -4.885 2.465 1.430
H -5.002 0.701 1.519
H -5.583 1.568 0.073
H -2.420 2.575 -1.050
H -2.006 0.886 3.437
H -0.748 3.068 1.926
H -5.168 -1.019 -1.361
C -0.824 -2.573 2.520
P 0.205 -2.460 1.043
C -0.532 -3.610 -0.143
C 1.834 -3.176 1.488
C 2.827 -2.960 0.340
P 2.799 -1.207 -0.216
C 4.109 -0.369 0.713
C 3.415 -1.247 -1.916
H -0.847 -3.590 2.912
H -1.833 -2.263 2.242
H -0.446 -1.888 3.279
H -0.592 -4.611 0.286
H 0.050 -3.636 -1.063
H -1.535 -3.248 -0.373
H 1.736 -4.234 1.739
H 2.166 -2.654 2.390
H 2.545 -3.572 -0.521
H 3.842 -3.249 0.619
H 5.081 -0.798 0.468
H 3.922 -0.464 1.781
H 4.096 0.690 0.449
H 4.374 -1.763 -1.958
H 3.534 -0.224 -2.275
H 2.700 -1.762 -2.555
C 0.621 0.026 -3.943
N -0.758 0.164 -3.494
C -1.677 0.936 -4.331
C -1.033 -0.112 -2.229
N -0.157 -0.666 -1.418
H 0.655 0.239 -5.008
H 0.962 -0.994 -3.773
H 1.275 0.725 -3.419
H -1.467 2.001 -4.229
H -2.704 0.742 -4.044
H -1.532 0.628 -5.364
Cl 2.862 3.349 -2.259
C 1.368 3.778 -1.365
C 0.597 2.512 -1.040
O -0.532 2.345 -1.504
O 1.226 1.708 -0.264
H 0.781 4.433 -1.999
H 1.672 4.285 -0.453
C 2.290 1.133 4.297
S 0.918 1.066 3.203
O -0.205 0.483 3.912
O 0.706 2.406 2.700
O 1.406 0.114 2.121
H 2.012 1.792 5.116
H 3.138 1.541 3.752
H 2.496 0.132 4.667
*
```

Calculated values
- E_LUMO (alpha / beta) (eV) = -3.4481 / -3.5662
- electronic energy (Eh) = -3868.502110
- molar mass (u) = 800.1

***

# 4
Here is the molecule C6H9N from the OMol25 dataset. Energies are from the ωB97M-V functional and the def2-TZVPD basis.

```
! RIJCOSX wB97M-V def2-TZVPD def2/J DEFGRID3
* xyz 0 1
C -1.001 -1.730 0.269
C 0.082 -0.706 0.107
C 1.492 -0.960 0.081
C 2.123 0.242 -0.111
N 1.154 1.207 -0.189
C -0.091 0.649 -0.065
C -1.331 1.487 -0.131
H -0.723 -2.639 -0.267
H -1.941 -1.417 -0.195
H -1.199 -1.979 1.322
H 1.979 -1.924 0.182
H 3.165 0.498 -0.242
H 1.322 2.183 -0.352
H -2.141 0.948 0.373
H -1.701 1.680 -1.141
H -1.190 2.460 0.358
*
```

Calculated values
- E_LUMO (eV) = 1.0625
- electronic energy (Eh) = -288.778440
- SMILES string = Cc1cc[nH]c1C
- molar mass (u) = 95.1